<P>
Entry from the Open Molecules 2025 dataset: C20H40CaP2Si as an isolated structure (the ωB97M-V functional and the def2-TZVPD basis).

Geometry (Å):
C  -0.0047  0.0374  3.3799
H  -1.2971  -0.5007  -8.3165
C  0.0255  -1.5346  1.5656
C  -0.6942  1.5131  -1.6230
H  0.5652  -0.5491  -3.7012
H  0.8599  -1.2621  2.3002
H  -2.4099  1.9288  -6.9080
C  1.1572  3.2283  -6.7182
H  1.1031  2.3288  -0.8482
C  -1.5327  -0.8865  5.7966
H  -1.1854  -2.2757  -0.8701
C  0.2842  0.9798  -8.1703
H  -2.4206  -0.3671  5.4278
C  0.0296  0.0290  2.1748
C  1.6367  0.8488  -2.3959
H  -1.8118  3.3559  -6.0354
H  -0.9403  -1.6385  1.9278
H  -2.1419  -1.2721  -3.1843
H  1.5269  -1.9148  5.4262
H  -0.9303  0.7640  -3.5880
C  0.6389  1.5847  -1.5517
C  -1.5882  2.6602  -6.8611
H  0.8931  2.2789  5.4313
H  -0.2192  1.5750  -8.9460
H  1.5288  -0.8857  6.8888
H  2.1307  -1.1319  -3.1433
C  1.2153  -0.5875  -2.8039
C  0.0000  1.7667  5.7976
H  2.2004  2.8740  -6.6927
C  1.7636  -2.2243  -7.1491
P  0.0104  1.8055  -6.5083
H  1.3646  1.0176  -8.3696
H  1.8182  1.4631  -3.3041
C  -1.4877  0.7457  -2.6310
H  -0.8930  2.2790  5.4316
C  0.5283  -1.4111  -1.7690
H  1.6626  -2.7255  -8.1205
H  2.6184  0.7944  -1.8772
H  2.5783  -1.4858  -7.2085
Ca  0.0044  0.0919  -0.1215
H  2.4210  -0.3671  5.4277
H  -2.0011  -2.4738  -6.7117
H  -1.3011  2.1948  -0.9571
H  -1.5286  -0.8855  6.8890
H  0.3721  -2.4164  1.0235
H  0.2360  -1.0151  -9.0487
C  -1.8665  -0.7116  -2.2649
C  -0.9621  -2.8188  -6.8391
Si  -0.0013  0.0118  5.1419
H  0.0003  1.7636  6.8918
P  0.1947  -1.4056  -6.6212
H  -1.5268  -1.9144  5.4263
H  -1.5568  3.2250  -7.8021
H  -0.8643  -3.2928  -7.8255
C  -0.7967  -1.4900  -1.5668
H  -0.7658  -3.5752  -6.0617
C  1.5329  -0.8867  5.7961
H  1.0247  3.9315  -5.8799
C  -0.2045  -0.4733  -8.1991
H  -2.7927  -0.6914  -1.6487
H  0.9889  3.7673  -7.6610
H  1.1924  -2.1279  -1.2087
H  2.0500  -2.9717  -6.3906
H  -2.4315  1.3084  -2.8402

Gap between HOMO and LUMO (alpha / beta) (eV): 3.770 / 3.768
LUMO (alpha / beta) (eV): -0.28 / -0.28

Here are the Löwdin charges for atoms 1 to 2, given in e: -0.258, 0.072

***

<Q>
Entry from the Open Molecules 2025 dataset: C20H40CaP2Si as an isolated structure (the ωB97M-V functional and the def2-TZVPD basis).

Geometry (Å):
C  0.6235  1.8818  0.1497
C  -1.4791  0.9317  -0.8900
H  2.1174  -0.9878  -1.1682
C  -1.5136  2.4585  -4.3866
H  2.4220  -0.1273  7.3898
H  -1.2157  -1.9530  1.1287
C  0.3213  0.9620  -5.7789
H  1.4167  -0.5176  8.8087
H  0.8657  2.4050  6.5122
C  1.1844  -0.4478  -0.9248
Ca  -0.1091  0.4740  2.9551
H  -2.4443  -0.1231  7.3178
H  0.8338  3.7092  -5.3126
C  -1.8718  -0.4639  -0.3373
C  0.5085  -1.2112  0.1624
H  0.1944  -1.0619  -6.5865
Si  -0.0008  0.0829  6.8379
H  -1.3527  -0.4285  -5.9796
C  -1.5302  -0.6245  7.6632
H  -0.7235  -3.2121  -5.4694
P  0.1461  1.7240  -4.0650
H  -2.4332  1.4459  -1.1164
H  0.6036  -2.8642  2.6999
H  2.5115  0.9171  0.1112
H  -1.3449  2.5284  0.6014
H  0.9881  -3.4759  4.3244
H  -2.2830  1.6767  -4.3812
C  -0.2673  -0.4470  -5.7992
H  -1.4895  -0.5532  8.7600
H  -0.9547  0.8267  -1.8544
H  -1.7349  3.1876  -3.5991
C  1.4936  -0.6181  7.7153
H  -0.6965  -3.4452  3.7782
H  -1.6206  -1.6894  7.3988
H  -2.7352  -0.3254  0.3448
H  -1.5073  2.9613  -5.3627
C  1.6613  -1.9939  -4.6107
H  -0.1884  1.6176  -6.5012
H  -2.2766  -1.0530  -1.1851
C  -0.8124  -1.2277  0.4081
C  0.0009  -0.5836  5.0750
H  -2.0654  -2.4660  -4.5450
H  1.1273  3.8710  -3.5517
H  1.1874  -1.8308  0.7677
C  1.6228  1.0096  -0.5490
H  1.9242  -2.7844  -3.8996
H  1.9896  1.4868  -1.4790
C  0.2543  -2.8865  3.7469
H  2.2242  2.8769  -4.5488
C  0.0977  -1.5613  4.2899
C  1.1844  3.1936  -4.4100
C  -0.0195  1.9517  6.9782
H  1.0786  2.6917  0.7436
H  1.6102  -2.4159  -5.6228
H  1.3929  0.9532  -6.0309
C  -1.0131  -2.7670  -4.5097
H  1.5834  -1.6862  7.4761
H  -0.0204  2.2449  8.0421
H  -0.9106  2.3940  6.5111
H  2.4284  -1.2114  -4.5789
H  0.5873  -0.4394  -1.8558
C  -0.7143  1.8170  0.0432
P  0.0178  -1.2993  -4.1455
H  -0.8751  -3.4972  -3.7060

Gap between HOMO and LUMO (alpha / beta) (eV): 3.933 / 2.839
LUMO (alpha / beta) (eV): -0.05 / -0.16

Here are the Löwdin charges for atoms 1 to 2, given in e: -0.183, -0.226

***

How do the energies compare? Relative to the most stable structure, in kcal/mol: <P> 130.1; <Q> 0.0.

***

<P>
Entry from the Open Molecules 2025 dataset: a 2-piece molecular cluster, C4H14NO3 overall (the ωB97M-V functional and the def2-TZVPD basis).

Geometry (Å):
C  -0.2765  -0.1296  -0.8115
H  -1.2949  1.8952  1.8086
H  1.3096  0.2044  -2.2983
H  0.7591  1.2555  0.3965
C  -0.2736  1.1221  0.0623
H  -0.0345  1.2236  -2.3947
O  0.3768  -2.2301  -1.5159
H  -1.0859  0.1651  1.8338
H  0.1275  -1.7447  0.5034
C  -1.3088  1.0118  1.1658
H  -0.5014  2.0625  -0.4545
H  1.0537  -2.8754  -1.5515
O  -2.5698  0.8386  0.5481
H  1.4489  -0.4583  3.2153
C  0.5515  -1.3526  -0.4228
H  -0.1276  -0.3745  -2.8728
N  0.2911  0.2751  -2.2074
H  -1.3281  -0.3819  -0.9619
H  2.5973  0.3156  2.5879
H  -3.1898  0.5544  1.2275
O  1.8847  -0.2926  2.3624
H  1.5906  -1.0842  -0.2205

Gap between HOMO and LUMO (eV): 10.843
Total charge: +1
LUMO (eV): -3.13

Here are the Löwdin charges for atoms 1 to 2, given in e: -0.233, 0.129

***

<Q>
Entry from the Open Molecules 2025 dataset: a 4-piece molecular cluster, C4H14NO3 overall (the ωB97M-V functional and the def2-TZVPD basis).

Geometry (Å):
H  3.1863  -1.1352  -2.2785
H  3.7506  -1.8008  -0.7786
H  0.0035  -1.0691  1.9897
H  -3.7600  -0.7762  -2.4208
H  -1.5115  -1.6871  1.3962
H  2.6967  -0.3513  -0.7750
C  -1.0354  -0.7943  1.8070
H  -4.6701  -0.5328  -1.2299
H  2.0915  2.6974  0.4552
H  4.3329  -0.1467  -1.3696
H  -1.4691  -0.4655  2.7431
H  -0.1311  0.7931  -1.1592
H  1.1032  1.6631  0.9700
N  -0.6978  1.5289  1.2066
H  -1.3919  1.9403  1.8567
H  -2.3227  0.5284  0.5527
O  1.7827  1.7964  0.2907
O  -3.7380  -0.5172  -1.4924
C  3.5169  -0.8598  -1.2733
C  -0.4785  -0.0391  -0.5372
O  -0.0096  -1.1147  -0.6962
C  -1.2485  0.3421  0.7428

Gap between HOMO and LUMO (eV): 5.704
Total charge: +1
LUMO (eV): -9.37

Here are the Löwdin charges for atoms 1 to 2, given in e: 0.022, 0.023

***

How do the energies compare? Relative to the most stable structure, in kcal/mol: <P> 0.0; <Q> 137.2.

***

<P>
Entry from the Open Molecules 2025 dataset: a 2-piece molecular cluster, C2HClF2S overall (the ωB97M-V functional and the def2-TZVPD basis).

Geometry (Å):
Cl  1.0400  -1.7442  -2.5244
F  -1.2988  -0.9427  -0.7402
C  0.9995  -0.7932  -1.1243
H  -0.0239  -0.1543  0.6635
F  0.0289  1.4884  -1.7629
C  -0.0991  -0.6241  -0.2824
S  2.5404  -0.2982  -0.5846

Gap between HOMO and LUMO (alpha / beta) (eV): 6.171 / 5.988
LUMO (alpha / beta) (eV): -4.00 / -4.03

Here are the Löwdin charges for atoms 1 to 2, given in e: 0.709, 0.124

***

<Q>
Entry from the Open Molecules 2025 dataset: an isolated molecule of C2HClF2S (the ωB97M-V functional and the def2-TZVPD basis).

Geometry (Å):
Cl  -1.0327  -0.0387  1.6862
S  1.5849  -1.6567  -0.0975
F  0.8202  1.2838  0.6735
C  -0.2092  0.5364  0.2329
C  0.2647  -0.6095  -0.5483
H  -0.5036  -0.6445  -1.4444
F  -0.9243  1.1293  -0.5024

Gap between HOMO and LUMO (eV): 8.005
LUMO (eV): -1.62
SMILES: FC(F)(Cl)C=S

Here are the Löwdin charges for atoms 1 to 2, given in e: 0.739, 0.657

***

How do the energies compare? Relative to the most stable structure, in kcal/mol: <P> 63.7; <Q> 0.0.

***

<P>
Entry from the Open Molecules 2025 dataset: an isolated ion of composition C3H5N2O2 and charge +1 (the ωB97M-V functional and the def2-TZVPD basis).

Geometry (Å):
H  1.5815  0.8682  1.3747
C  0.6538  -1.4217  -0.6745
C  0.8735  0.1468  0.8566
O  1.3745  -0.9363  0.4655
N  1.2896  -1.8107  -1.6632
O  -2.4157  1.4623  0.4678
N  -0.2763  0.5702  0.6049
C  -1.2262  1.1997  0.0581
H  -2.7668  1.1903  1.4204
H  -0.9526  1.7978  -0.7977
H  2.2262  -1.6340  -1.5599
H  -0.3615  -1.4324  -0.5527

Gap between HOMO and LUMO (eV): 11.129
Total charge: +1
LUMO (eV): -4.47
SMILES: [H]/N=C\OC=[N+]=CO

Here are the Löwdin charges for atoms 1 to 2, given in e: 0.208, -0.169

***

<Q>
Entry from the Open Molecules 2025 dataset: an isolated ion of composition C3H5N2O2 and charge +1 (the ωB97M-V functional and the def2-TZVPD basis).

Geometry (Å):
H  2.8023  -0.5457  -0.2605
O  -0.3312  -0.8577  -0.5955
C  0.8012  -0.1124  -0.5761
N  -1.3994  0.9053  0.3099
O  -2.1940  3.0339  0.8113
H  -2.3556  -0.8898  -0.4987
N  1.8423  -0.9781  -0.0416
C  -1.8226  1.9529  0.6877
H  0.7077  0.7975  -0.0769
H  1.6682  -1.0558  0.9709
H  1.7020  -1.9468  -0.4901
C  -1.4209  -0.3033  -0.2402

Gap between HOMO and LUMO (alpha / beta) (eV): 7.118 / 7.733
Total charge: +1
LUMO (alpha / beta) (eV): -4.91 / -4.72

Here are the Löwdin charges for atoms 1 to 2, given in e: 0.212, 0.035

***

<R>
Entry from the Open Molecules 2025 dataset: an isolated ion of composition C3H5N2O2 and charge +1 (the ωB97M-V functional and the def2-TZVPD basis).

Geometry (Å):
H  0.9947  -1.3306  -1.1479
C  0.2946  -0.6520  -0.6625
N  -0.4935  -1.0750  0.3939
C  0.8440  0.8760  -0.0072
N  -0.1608  0.7059  -1.1295
C  -0.5633  -0.1923  1.3979
H  0.0389  0.9843  -2.1885
H  -0.6350  -2.1347  0.6214
O  0.2560  0.9084  1.1920
H  -1.0770  0.8151  -0.6414
O  -1.2323  -0.2543  2.3833
H  1.7335  1.3492  -0.2116

Gap between HOMO and LUMO (eV): 10.950
Total charge: +1
LUMO (eV): -3.98
SMILES: O=C1N[C@H]2[NH2+][C@H]2O1

Here are the Löwdin charges for atoms 1 to 2, given in e: 0.175, -0.068

***

How do the energies compare? Relative to the most stable structure, in kcal/mol: <P> 2.3; <Q> 28.3; <R> 0.0.